Here is the molecule C9H13NO3 from OMol25. Energies are from the ωB97M-V functional and the def2-TZVPD basis.

```
26
Properties=species:S:1:pos:R:3:forces:R:3
C 2.88642 -2.28075 0.26856 -0.566 -1.755 1.667
C 1.84591 -1.50185 0.65494 -0.304 -0.912 -1.738
C 0.48137 -1.78403 0.13949 0.975 -2.043 -1.850
C -0.67065 -1.13255 0.31624 1.356 -0.466 -0.052
C -0.90337 -0.11698 1.32753 2.816 2.687 1.679
C -1.39138 1.25848 0.88213 -2.828 1.423 0.101
C -0.36632 2.15980 0.26618 0.442 1.389 -0.293
C -0.31159 2.10891 -1.22784 -0.097 -1.328 -0.001
C 0.56808 0.95671 -1.68913 -0.350 0.896 -1.941
O 1.73312 0.81983 -1.37003 -1.536 -0.303 -0.154
N -1.84908 -1.56162 -0.45003 2.253 -0.939 0.045
O -2.87997 -1.47246 0.13303 -2.222 0.341 0.453
O -1.66092 -2.06951 -1.53636 -0.357 0.152 -0.403
H 2.69203 -3.33087 -0.12181 -0.011 1.606 0.016
H 3.91090 -2.23821 0.69425 -0.744 0.764 -0.621
H 1.93607 -0.52750 1.04958 0.643 0.771 0.855
H 0.53375 -2.66479 -0.59999 -0.585 1.493 1.092
H 0.08029 0.08460 2.00793 -1.788 -0.568 -2.004
H -1.51725 -0.39778 2.11380 -1.688 -1.215 1.090
H -1.82363 1.81816 1.78139 0.562 -1.010 -0.943
H -2.29309 1.23117 0.14706 1.287 -0.427 1.264
H -0.47009 3.24081 0.43562 -0.385 -0.406 0.942
H 0.58869 1.85820 0.63538 0.958 0.142 0.387
H -1.34870 2.11278 -1.62312 0.696 -0.367 -0.155
H 0.20263 2.94357 -1.65987 0.287 0.831 -0.122
H 0.02677 0.48588 -2.57493 1.186 -0.755 0.687
```
Forces are in eV/Å.

Calculated total energy, hartree: -631.01528
HOMO, eV: -9.4
SMILES: C=C/C=C(\CCCCC=O)[N+](=O)[O-]
Net charge: 0
HOMO-LUMO gap, eV: 8.9

Mulliken population analysis, charges in e, atoms 1 to 6: atom 1 (C): -0.94, atom 2 (C): -0.02, atom 3 (C): -0.19, atom 4 (C): 0.11, atom 5 (C): -0.75, atom 6 (C): -0.56

Here is a 6-piece molecular cluster, C15H35ClN5O5 overall from OMol25. Energies are from the ωB97M-V functional and the def2-TZVPD basis.

```
61
Properties=species:S:1:pos:R:3:forces:R:3
Cl 0.07733 0.01354 -0.29409 0.104 0.104 0.014
C -1.66305 -1.11392 3.22807 1.581 -0.687 -0.774
C -2.41102 -2.00917 2.24833 -2.025 0.883 1.170
O -3.37460 -2.60897 2.73583 0.463 -0.662 -0.715
N -2.17381 -1.91936 0.92808 0.166 0.217 0.034
C -2.80749 -2.69893 -0.10133 0.473 -0.683 -0.556
H -2.08186 -0.10923 3.28533 -0.215 -0.326 0.221
H -0.61780 -1.01623 2.93483 0.144 0.372 -0.313
H -1.58219 -1.64710 4.17531 -0.648 0.311 0.089
H -1.43993 -1.31901 0.58009 0.337 0.248 0.259
H -2.05653 -3.38575 -0.49177 -0.049 -0.669 0.213
H -3.00422 -2.14026 -1.01636 -0.490 0.637 0.366
H -3.68705 -3.24624 0.23765 0.158 0.241 0.108
C 1.89502 0.36463 -3.99654 0.701 0.989 1.124
C 2.81103 1.30433 -3.19717 -0.187 0.217 -1.854
O 3.65380 1.94179 -3.78554 1.308 0.819 -0.938
N 2.65311 1.39352 -1.90676 -1.167 0.139 3.468
C 3.27627 2.33767 -0.95653 -0.109 -0.316 -0.475
H 1.32270 -0.22982 -3.28437 0.034 -0.547 -0.507
H 2.64763 -0.10324 -4.63119 -0.657 -0.659 -0.095
H 1.22428 0.98746 -4.58838 0.079 -0.102 -0.062
H 1.80938 0.98033 -1.53596 -0.082 -0.346 0.199
H 3.03942 3.37781 -1.18039 0.261 0.028 -0.389
H 4.35177 2.18049 -0.87467 -0.017 0.155 -0.289
H 2.86409 2.18121 0.04033 -0.184 -0.419 -0.148
C -1.38445 2.22417 -3.39281 2.061 -0.291 0.557
C -2.66018 1.97123 -2.68301 0.262 0.607 -1.142
O -3.65981 2.13741 -3.33469 -2.307 0.143 -0.461
N -2.63872 1.66839 -1.38479 -0.047 -0.303 0.158
C -3.82931 1.58147 -0.58347 0.153 -0.141 1.171
H -1.16275 1.47306 -4.15095 -0.192 -0.235 0.184
H -0.59419 2.21747 -2.64211 0.495 -0.109 -0.225
H -1.30709 3.17409 -3.92176 -0.634 0.109 0.261
H -1.80628 1.24840 -0.99654 0.350 0.115 0.083
H -3.58833 2.12703 0.32888 -0.413 0.341 0.118
H -4.00876 0.57373 -0.20885 -0.131 -0.311 -0.384
H -4.74050 1.97527 -1.03375 0.443 0.005 -0.290
C 2.91055 -2.67726 -1.52676 -1.038 0.145 0.229
C 2.42915 -3.50352 -0.34350 1.554 -1.496 -0.512
O 3.04193 -4.54721 -0.10470 -0.437 0.182 0.410
N 1.39561 -3.07660 0.39657 -1.346 -0.667 1.639
C 0.90715 -3.77212 1.64446 1.269 0.344 -0.442
H 2.02592 -2.47819 -2.13166 0.035 0.745 -0.030
H 3.59606 -3.20104 -2.19297 0.079 -0.264 0.613
H 3.37755 -1.78311 -1.11384 -0.187 0.276 -0.420
H 0.85591 -2.25216 0.17493 0.356 0.319 -0.392
H -0.07215 -4.24568 1.57503 -0.060 0.314 -0.375
H 0.93664 -3.06335 2.47203 -0.404 0.263 -0.140
H 1.60586 -4.54064 1.97503 0.151 -0.049 -0.590
C -1.47522 2.35163 2.37541 0.071 -0.461 -0.573
C -0.23568 2.21615 3.24459 -1.507 0.301 0.024
O -0.20011 2.72447 4.33386 0.030 1.074 1.915
N 0.78292 1.54028 2.75174 0.868 -0.269 -1.416
C 2.12988 1.56162 3.29698 -0.645 -0.998 0.537
H -1.65437 1.45456 1.78275 0.176 -0.044 -0.155
H -1.28781 3.15787 1.66622 -0.124 0.117 -0.029
H -2.39407 2.54660 2.92840 0.381 0.179 0.295
H 0.62886 1.16049 1.82863 0.330 -0.269 -0.244
H 2.21293 2.20122 4.17570 -0.185 0.560 -0.526
H 2.84891 1.76045 2.50227 0.072 0.093 0.280
H 2.28766 0.57825 3.73990 0.541 -0.266 -0.278
```
Forces are in eV/Å.

Calculated total energy, hartree: -1702.92494
HOMO, eV: -7.0
Net charge: -1
HOMO-LUMO gap, eV: 9.7

Mulliken population analysis, charges in e, atoms 1 to 6: atom 1 (Cl): -0.99, atom 2 (C): -0.70, atom 3 (C): 0.74, atom 4 (O): -0.71, atom 5 (N): 0.73, atom 6 (C): -1.10

What did the first record say?
Here is the molecule C9H13NO3 from OMol25. Energies are from the ωB97M-V functional and the def2-TZVPD basis.

```
26
Properties=species:S:1:pos:R:3:forces:R:3
C 2.88642 -2.28075 0.26856 -0.566 -1.755 1.667
C 1.84591 -1.50185 0.65494 -0.304 -0.912 -1.738
C 0.48137 -1.78403 0.13949 0.975 -2.043 -1.850
C -0.67065 -1.13255 0.31624 1.356 -0.466 -0.052
C -0.90337 -0.11698 1.32753 2.816 2.687 1.679
C -1.39138 1.25848 0.88213 -2.828 1.423 0.101
C -0.36632 2.15980 0.26618 0.442 1.389 -0.293
C -0.31159 2.10891 -1.22784 -0.097 -1.328 -0.001
C 0.56808 0.95671 -1.68913 -0.350 0.896 -1.941
O 1.73312 0.81983 -1.37003 -1.536 -0.303 -0.154
N -1.84908 -1.56162 -0.45003 2.253 -0.939 0.045
O -2.87997 -1.47246 0.13303 -2.222 0.341 0.453
O -1.66092 -2.06951 -1.53636 -0.357 0.152 -0.403
H 2.69203 -3.33087 -0.12181 -0.011 1.606 0.016
H 3.91090 -2.23821 0.69425 -0.744 0.764 -0.621
H 1.93607 -0.52750 1.04958 0.643 0.771 0.855
H 0.53375 -2.66479 -0.59999 -0.585 1.493 1.092
H 0.08029 0.08460 2.00793 -1.788 -0.568 -2.004
H -1.51725 -0.39778 2.11380 -1.688 -1.215 1.090
H -1.82363 1.81816 1.78139 0.562 -1.010 -0.943
H -2.29309 1.23117 0.14706 1.287 -0.427 1.264
H -0.47009 3.24081 0.43562 -0.385 -0.406 0.942
H 0.58869 1.85820 0.63538 0.958 0.142 0.387
H -1.34870 2.11278 -1.62312 0.696 -0.367 -0.155
H 0.20263 2.94357 -1.65987 0.287 0.831 -0.122
H 0.02677 0.48588 -2.57493 1.186 -0.755 0.687
```
Forces are in eV/Å.

Calculated total energy, hartree: -631.01528
HOMO, eV: -9.4
SMILES: C=C/C=C(\CCCCC=O)[N+](=O)[O-]
Net charge: 0
HOMO-LUMO gap, eV: 8.9

Mulliken population analysis, charges in e, atoms 1 to 6: atom 1 (C): -0.94, atom 2 (C): -0.02, atom 3 (C): -0.19, atom 4 (C): 0.11, atom 5 (C): -0.75, atom 6 (C): -0.56

Among the records above, which one has the highest calculated total energy?
C9H13NO3

net charge of number 1 (C9H13NO3)?
0

HOMO-LUMO gap of number 1 (C9H13NO3)?
8.9 eV